Formula: C37H36AgAsN7O2S
Source: the Open Molecules 2025 dataset
Level of theory: the ωB97M-V functional and the def2-TZVPD basis

```
! wB97M-V def2-TZVPD RIJCOSX def2/J DEFGRID3
* xyz -1 1
Ag -0.4176 -0.7498 -0.4129
C -1.7106 4.3910 2.0242
C -1.2526 4.5810 0.5843
N -0.8580 3.3066 -0.0632
C 0.5542 3.0463 -0.0220
C 1.3760 3.5938 -1.2172
C -1.7901 2.4744 -0.6322
S -1.2250 1.2403 -1.7305
N -3.0720 2.7672 -0.5303
C -3.9789 1.8726 -0.0648
O -3.7334 0.8292 0.5368
C -5.3826 2.2805 -0.1706
C -6.3905 1.2909 -0.1724
C -7.7312 1.6470 -0.0774
C -8.0754 3.0029 -0.0183
C -7.1076 3.9803 -0.1601
C -5.7662 3.6537 -0.2032
H -2.0769 5.3027 2.4271
H -0.9144 4.0613 2.7202
H -2.5713 3.7162 2.0463
H -0.3689 5.2039 0.5450
H -2.0667 5.0398 0.0353
H 0.7263 1.9663 0.0209
H 0.9388 3.4886 0.8686
H 1.1629 2.9789 -2.0851
H 2.4626 3.5477 -1.0473
H 1.1632 4.6250 -1.4478
H -6.0962 0.2392 -0.2153
H -8.4804 0.8923 -0.2053
H -9.1398 3.3067 -0.0039
H -7.4480 5.0176 -0.2053
H -4.9801 4.3907 -0.2210
N -0.3213 -5.0932 -0.2174
C 0.3586 -4.9517 0.9785
C 0.4112 -3.5963 1.2462
N -0.2987 -2.9371 0.2204
C -0.6790 -3.8861 -0.6290
H -0.6589 -5.9460 -0.6458
H 0.7215 -5.7814 1.5505
H 0.8517 -3.1035 2.0923
H -1.2498 -3.7661 -1.5572
C 4.8408 -1.7384 -3.8808
C 3.5386 -1.2120 -4.0256
C 2.8407 -0.7922 -2.9028
C 3.5078 -0.7406 -1.6894
C 4.8420 -1.0837 -1.5377
C 5.4894 -1.6511 -2.6348
As 2.4048 -0.5298 -0.0693
C 3.2820 1.0816 0.7312
C 2.9183 1.5154 2.0303
C 3.7363 2.3610 2.7690
C 5.0023 2.7445 2.1969
C 5.2764 2.4068 0.8755
C 4.4492 1.5651 0.1255
C 3.2007 -1.8716 1.0591
C 3.4946 -3.0818 0.4426
C 3.9105 -4.1991 1.1995
C 4.2357 -3.9970 2.5469
C 3.9838 -2.7212 3.1449
C 3.5242 -1.6242 2.3845
H 5.3264 -2.1803 -4.7645
H 3.0514 -1.1272 -5.0415
H 1.7941 -0.5177 -2.9945
H 5.4252 -0.9123 -0.6270
H 6.5336 -1.9437 -2.5544
H 1.9537 1.1584 2.4160
H 3.4825 2.6693 3.7860
H 5.7011 3.3111 2.7940
H 6.1294 2.8579 0.3910
H 4.6976 1.3569 -0.9283
H 3.3320 -3.2328 -0.6439
H 4.0113 -5.1351 0.7149
H 4.6823 -4.8001 3.0953
H 4.1664 -2.4928 4.1862
H 3.3533 -0.6670 2.8314
N -4.6566 -1.8734 -0.1358
C -3.7436 -2.4959 -0.9081
O -2.6265 -2.0363 -1.2712
C -4.1279 -3.8671 -1.3050
C -3.4343 -4.6625 -2.2337
N -2.9172 -5.3422 -3.0243
C -5.3242 -4.3769 -0.7446
N -6.3000 -4.7162 -0.1975
H -4.4193 -0.9634 0.2202
H -5.4540 -2.3661 0.2327
*
```

Its HOMO-LUMO gap is 0.2337 Ha. Its HOMO energy is -4.32 eV. The value obtained for the maximum force is 2.398 eV/A.

Results of the Löwdin charge analysis, in e, for atoms 1 through 5: Ag 0.4651; C -0.0776; C -0.1987; N -0.1221; C -0.2783